Below is a molecular structure, C24H16Cl2N6O3V, with properties calculated with ωB97M-V with the def2-TZVPD basis set.

Geometry (Å):
1 V -0.19930 0.11993 0.86700
2 Cl 3.33910 -1.70722 6.51244
3 C 2.94840 -1.08858 4.94123
4 C 1.60943 -1.01490 4.57354
5 C 1.25538 -0.53044 3.32266
6 N -0.05888 -0.42191 2.83173
7 C -1.16254 -0.69627 3.53654
8 O -1.29117 -1.07878 4.69501
9 C -2.42570 -0.46840 2.71133
10 C -3.66189 -0.70093 3.29358
11 C -4.80844 -0.48881 2.55042
12 C -4.68762 -0.04751 1.24052
13 C -3.42044 0.15926 0.73122
14 N -2.30613 -0.04539 1.43971
15 C 2.27154 -0.11110 2.41980
16 C 3.60162 -0.18858 2.80740
17 C 3.93633 -0.67693 4.06521
18 Cl 5.61318 -0.75600 4.49844
19 N 1.81000 0.35360 1.17669
20 C 2.59096 0.83259 0.20316
21 O 3.80826 0.97651 0.15431
22 C 1.77277 1.25656 -1.01570
23 C 2.42806 1.79077 -2.11372
24 C 1.68897 2.18973 -3.21251
25 C 0.30914 2.04791 -3.18177
26 C -0.27044 1.50518 -2.05082
27 N 0.43617 1.10874 -0.98854
28 H 0.84298 -1.33006 5.26288
29 H -3.67784 -1.04134 4.31895
30 H -5.78470 -0.66210 2.98388
31 H -5.55467 0.13581 0.62194
32 H -3.28329 0.50784 -0.28590
33 H 4.37698 0.13381 2.13152
34 H 3.50392 1.87773 -2.06254
35 H 2.17839 2.61076 -4.08100
36 H -0.31071 2.35443 -4.01244
37 H -1.34586 1.38586 -1.98365
38 N 0.06152 -5.83740 -3.10727
39 C 0.16766 -5.72178 -1.75426
40 O 0.34564 -6.66842 -1.02060
41 C 0.02465 -4.32729 -1.20320
42 C -0.70931 -3.33129 -1.83392
43 C -0.79293 -2.08829 -1.23561
44 N -0.19021 -1.79850 -0.08043
45 C 0.51372 -2.76216 0.52975
46 C 0.63482 -4.03578 0.00712
47 H 0.25323 -6.74613 -3.49574
48 H 0.18449 -5.03869 -3.70326
49 H -1.23687 -3.51304 -2.76043
50 H -1.36155 -1.28851 -1.69430
51 H 0.98764 -2.48758 1.46423
52 H 1.19496 -4.79871 0.52852

Forces on the atoms, in the same order (eV/Å):
V 0.06 0.09 0.03
Cl 0.00 0.00 0.01
C -0.03 -0.01 0.00
C 0.02 0.00 0.02
C -0.01 0.01 -0.05
N 0.04 0.00 -0.05
C 0.03 0.01 0.06
O -0.01 0.00 -0.02
C -0.06 -0.02 -0.01
C 0.03 0.01 0.00
C -0.01 0.00 -0.01
C 0.00 -0.01 0.01
C 0.02 0.01 -0.01
N -0.02 -0.01 0.02
C -0.02 -0.01 0.04
C 0.02 -0.01 0.01
C 0.01 0.01 -0.02
Cl 0.00 0.00 0.00
N -0.08 -0.03 -0.01
C 0.00 0.00 -0.01
O 0.01 0.00 0.00
C 0.01 0.01 0.00
C 0.00 0.01 0.00
C 0.01 0.00 0.00
C -0.01 0.00 0.01
C 0.02 0.02 -0.03
N -0.02 -0.02 0.03
H 0.00 0.00 0.00
H 0.00 0.00 0.00
H 0.00 0.00 0.00
H 0.00 0.00 0.00
H 0.00 0.00 0.00
H 0.00 0.00 0.00
H 0.00 0.00 0.00
H 0.00 0.00 0.00
H 0.00 0.00 0.00
H 0.00 0.00 0.00
N -0.01 0.00 0.01
C 0.01 0.00 -0.01
O -0.01 0.00 0.01
C 0.00 -0.01 0.01
C 0.00 0.01 -0.01
C 0.00 -0.03 0.00
N 0.01 0.01 0.01
C 0.00 -0.01 -0.01
C 0.00 0.01 0.00
H 0.00 0.00 0.00
H 0.00 0.00 0.00
H 0.00 0.00 0.00
H 0.00 0.00 0.00
H 0.00 -0.01 0.00
H 0.00 0.00 0.00

Results
DFT total energy: -3342.993636 Ha
LUMO level (spin up / spin down): -0.5 / -0.7 eV
⟨S²⟩: 3.76
2S+1: 4
HOMO-LUMO gap (spin up / spin down): 6.47 / 6.60 eV
HOMO (spin up / spin down): -6.99 / -7.28 eV